C32H32N2O3PPd | ωB97M-V with the def2-TZVPD basis set

Structure (XYZ):
```
71
Properties=species:S:1:pos:R:3:lowdin_charge:R:1
C 5.10091 0.07576 1.39798 0.104
O 1.82411 -2.53514 2.27198 0.133
H -4.90589 1.98336 0.14378 0.124
C 0.65311 -4.16924 -1.91022 -0.015
C 2.98891 2.43706 -0.56172 0.076
C 1.34891 -2.02694 -2.74612 -0.005
H 4.32841 -1.57464 2.56748 0.155
H -3.93289 -2.33034 0.66678 0.109
H -0.16549 4.67556 -0.97522 0.134
H 6.76191 1.80406 0.08708 0.159
C -0.18459 -3.55044 -0.98942 -0.026
C -3.06809 -0.78964 -1.85072 -0.071
H 0.72331 -5.24634 -1.93042 0.129
O 0.52101 -0.77124 1.95398 -0.155
C -1.11409 -3.20354 2.33678 -0.073
N 2.45461 0.51046 0.74408 0.130
H -1.43529 3.79806 -2.96212 0.104
H -1.59129 3.96946 1.75828 0.144
H 1.07381 2.51286 2.28008 0.072
H 6.13751 -0.08734 1.65948 0.153
H 6.02861 3.64086 -1.38942 0.148
H -4.48089 -0.38484 -3.39122 0.126
H -0.13319 2.71596 -2.48312 0.058
C -1.60909 -4.22694 3.10958 -0.024
H -0.97149 -4.76484 3.79808 0.127
H -2.57869 -1.58214 -2.39732 0.120
C -0.57909 3.65896 1.46928 -0.229
H 1.93361 -1.44094 -3.43992 0.122
C 4.12141 -0.75314 1.89688 0.106
C 2.80031 -0.49294 1.52008 -0.106
H 0.04481 4.55906 1.40408 0.139
H -5.63859 1.38556 -2.13392 0.128
C -4.80359 0.87186 -1.68522 -0.018
O -0.64489 3.01986 0.18758 -0.295
N 0.36731 0.02256 -1.86122 0.081
C 1.41671 -3.40904 -2.78602 -0.018
C -4.14739 -0.12134 -2.40142 -0.029
C 0.48651 -1.39044 -1.85532 -0.319
C -3.29809 0.56716 0.15558 -0.103
C 3.93421 3.27156 -1.09962 0.031
H 1.92111 2.60006 -0.71622 0.106
C -3.28089 -2.87584 1.33788 -0.056
H -0.76499 -4.15614 -0.30772 0.122
C -1.09159 3.13206 -2.17552 -0.048
C 3.38271 1.34256 0.23678 -0.178
H 2.05541 -3.89254 -3.50962 0.130
C -2.66019 -0.45914 -0.55792 -0.387
H -1.89079 4.42936 -0.65242 0.143
H -2.95269 0.82816 1.15438 0.109
C -0.95119 3.91516 -0.88552 -0.232
H -1.83019 2.33866 -2.05752 0.067
H -0.57289 1.72206 2.48098 0.071
Pd 0.17881 0.86356 0.43298 1.037
C -0.28139 -2.16214 -0.95662 -0.279
C 5.30121 3.01746 -0.89272 0.058
H -4.80109 -4.21384 2.00298 0.126
H -0.56919 0.32536 -2.15062 0.084
H -0.07679 3.08616 3.47948 0.114
C 5.71071 1.98596 -0.08442 0.121
C -2.95299 -4.58874 3.00248 -0.009
C 1.63211 -1.37524 1.97848 -0.581
P -1.27379 -1.28584 0.28868 1.160
H 3.63961 4.11826 -1.70342 0.141
H -0.06239 -2.92324 2.47008 0.080
C -4.38349 1.21556 -0.40592 -0.040
H -3.33559 -5.40634 3.59518 0.128
C -3.76519 -3.91414 2.10628 -0.040
C 4.76771 1.13086 0.52818 -0.096
H 1.06211 0.43176 -2.49232 0.115
C 0.00151 2.67466 2.47428 -0.069
C -1.92339 -2.53324 1.42018 -0.324
```

Summary:
**Net charge**: +3
**Frontier orbital gap (spin up / spin down)**: 6.22 / 3.23 eV
**2S+1**: 5
**E_HOMO (spin up / spin down)**: -16.25 / -16.51 eV
**LUMO level (spin up / spin down)**: -10.0 / -13.3 eV
**Molar mass**: 630.0 g/mol
**<S²>**: 6.0430
**Electronic energy**: -55564.971 eV